Entry 1:
{"formula": "CF4NO", "method": "wB97M-V/def2-TZVPD", "elements": ["C", "N", "O", "F", "F", "F", "F"], "coordinates": [[-0.072, -1.209, -0.153], [-0.020, 0.645, 0.007], [0.856, -1.620, 0.330], [-1.186, -1.323, -0.680], [0.180, 0.792, 1.299], [1.142, 1.180, -0.449], [-0.899, 1.536, -0.354]], "forces_ev_per_a": [[-0.9, 0.9, -0.3], [2.5, 1.7, 0.1], [0.7, -0.8, 0.1], [-0.1, -0.6, -0.2], [-0.9, -0.2, 1.6], [0.1, -0.9, -1.0], [-1.3, -0.1, -0.2]], "charge": 1, "total_energy_ev": -15428.3485, "homo_energy_ev": -19.97, "fmax_ha_per_bohr": 0.0578, "e_above_lowest_kcal_mol": 6.1}



Entry 2:
{"formula": "CF4OS", "method": "wB97M-V/def2-TZVPD", "elements": ["C", "O", "F", "F", "F", "F", "S"], "coordinates": [[2.686, -0.471, -0.795], [-2.713, 1.453, 0.035], [1.581, -0.573, -0.005], [3.146, 0.683, -0.486], [-2.226, -0.487, 1.441], [-2.605, -0.783, -1.067], [-1.867, 0.312, 0.071]], "forces_ev_per_a": [[-1.5, -0.2, 1.0], [0.4, -0.4, 0.2], [1.2, -0.1, -1.0], [0.3, 0.3, -0.1], [0.0, 0.3, -1.2], [1.1, 1.4, 2.1], [-1.5, -1.3, -1.0]], "total_energy_ev": -24786.8315, "homo_energy_ev": -11.87, "fmax_ha_per_bohr": 0.0533, "e_above_lowest_kcal_mol": 35.3}



Entry 3:
{"formula": "CFIO", "method": "wB97M-V/def2-TZVPD", "elements": ["O", "C", "F", "I"], "coordinates": [[0.352, -1.008, -0.022], [-0.209, -0.036, 0.060], [0.214, 1.220, -0.012], [-2.810, 0.029, -0.002]], "forces_ev_per_a": [[1.9, -2.8, 0.1], [-4.3, 3.6, -0.5], [-0.3, -0.8, 0.3], [2.7, 0.0, 0.2]], "total_energy_ev": -13901.3629, "homo_energy_ev": -10.05, "fmax_ha_per_bohr": 0.1090, "e_above_lowest_kcal_mol": 23.6, "smiles": "O=C(F)I"}



Entry 4:
{"formula": "CFN2OS", "method": "wB97M-V/def2-TZVPD", "elements": ["C", "N", "N", "O", "F", "S"], "coordinates": [[0.315, 1.953, -1.606], [0.597, 3.044, -1.497], [-0.226, -0.736, 0.475], [0.633, -0.414, 1.449], [-1.405, -3.062, 0.343], [-0.272, -2.152, 1.173]], "forces_ev_per_a": [[-1.1, -4.5, -0.5], [1.2, 4.5, 0.5], [2.2, 1.3, 2.6], [-1.4, 0.7, -2.5], [0.4, 0.3, 0.2], [-1.3, -2.2, -0.3]], "charge": -1, "total_energy_ev": -19613.2830, "homo_energy_ev": [-3.92, -3.92], "fmax_ha_per_bohr": 0.0915, "e_above_lowest_kcal_mol": 50.8}



Entry 5:
{"formula": "CH10N2O2", "method": "wB97M-V/def2-TZVPD", "elements": ["N", "C", "N", "H", "H", "H", "H", "H", "H", "O", "H", "H", "O", "H", "H"], "coordinates": [[-0.133, 0.654, -1.216], [-0.132, -0.805, -0.857], [-0.241, -1.099, 0.520], [-1.009, 1.060, -0.885], [0.519, 1.038, -0.523], [0.810, -1.067, -1.382], [-0.939, -1.254, -1.444], [-0.140, -2.044, 0.825], [-0.494, -0.362, 1.143], [1.976, 0.954, -3.013], [2.508, 0.229, -2.669], [1.170, 0.922, -2.430], [-1.490, 0.251, 3.979], [-1.605, 0.985, 3.395], [-0.799, 0.540, 4.558]], "forces_ev_per_a": [[-0.4, -0.5, 2.2], [0.2, 1.0, -2.4], [0.5, 0.4, 0.0], [-0.2, 0.0, -0.4], [0.2, 0.2, -0.4], [-0.2, -0.8, 0.8], [0.0, -0.1, -0.1], [-0.1, 0.0, 0.3], [-0.1, -0.2, 0.3], [-0.5, -0.2, 0.7], [0.1, 0.1, -0.2], [0.5, 0.2, -0.8], [-0.3, -0.8, -0.1], [-0.3, 0.7, -0.6], [0.6, 0.1, 0.6]], "total_energy_ev": -8273.7706, "homo_energy_ev": -9.22, "fmax_ha_per_bohr": 0.0508, "e_above_lowest_kcal_mol": 17.2, "smiles": "NCN.O.O"}



Entry 6:
{"formula": "CH10N2O2", "method": "wB97M-V/def2-TZVPD", "elements": ["N", "C", "N", "H", "H", "H", "H", "H", "H", "O", "H", "H", "O", "H", "H"], "coordinates": [[-0.244, -1.787, -0.220], [0.771, -0.782, 0.045], [0.157, 0.523, 0.611], [-0.621, -2.121, 0.657], [-0.971, -1.579, -0.880], [1.581, -1.204, 0.606], [1.166, -0.444, -0.925], [-0.298, 1.116, -0.066], [-0.466, 0.223, 1.349], [2.432, 2.267, 1.495], [2.721, 1.354, 1.360], [1.488, 2.095, 1.338], [-2.276, 0.360, -1.558], [-2.370, 0.122, -2.494], [-3.070, -0.144, -1.317]], "forces_ev_per_a": [[1.1, -0.9, 0.8], [-2.6, 2.4, -2.1], [1.9, -1.7, 0.8], [-0.2, -0.1, -0.2], [0.0, 0.6, 0.0], [0.1, 0.1, 0.8], [0.2, -0.3, 0.3], [-0.3, -0.5, -0.2], [-0.3, 0.5, -0.1], [-0.3, -0.5, -0.1], [0.4, 0.3, 0.1], [0.0, 0.2, 0.0], [-1.0, -1.0, -0.9], [0.8, 0.6, -0.2], [0.1, 0.3, 1.0]], "total_energy_ev": -8273.8996, "homo_energy_ev": -8.86, "fmax_ha_per_bohr": 0.0806, "e_above_lowest_kcal_mol": 14.2, "smiles": "NCN.O.O"}



Entry 7:
{"formula": "CH10N2O2", "method": "wB97M-V/def2-TZVPD", "elements": ["N", "C", "N", "H", "H", "H", "H", "H", "H", "O", "H", "H", "O", "H", "H"], "coordinates": [[-0.711, 0.699, 3.275], [-0.328, 1.723, 2.338], [0.958, 1.466, 1.629], [-0.002, 0.453, 3.941], [-0.884, -0.159, 2.776], [-0.468, 2.668, 2.873], [-1.000, 1.734, 1.473], [1.737, 1.326, 2.280], [1.279, 2.414, 1.372], [3.283, 0.853, -2.528], [4.208, 1.065, -2.341], [3.317, -0.114, -2.511], [-3.468, -4.119, -3.736], [-3.213, -4.403, -4.626], [-2.786, -4.609, -3.253]], "forces_ev_per_a": [[-0.6, -0.5, -0.5], [0.0, -0.5, -0.4], [1.0, 1.8, 0.8], [0.5, 0.4, 0.3], [-0.2, -0.2, -0.2], [0.7, 0.2, -0.2], [-0.5, 0.0, 0.6], [-0.5, -0.7, 0.5], [-0.4, -0.4, -0.8], [0.6, -0.4, 0.1], [-0.2, 0.3, 0.0], [-0.4, 0.2, 0.0], [0.8, -0.7, -0.3], [-0.5, 0.4, -0.1], [-0.3, 0.3, 0.4]], "total_energy_ev": -8273.6662, "homo_energy_ev": -9.43, "fmax_ha_per_bohr": 0.0435, "e_above_lowest_kcal_mol": 19.6, "smiles": "NCN.O.O"}



Entry 8:
{"formula": "CH10N2O3", "method": "wB97M-V/def2-TZVPD", "elements": ["N", "C", "N", "H", "H", "H", "H", "H", "H", "O", "H", "H", "O", "H", "H", "O"], "coordinates": [[-0.413, -0.443, 1.220], [-0.333, 0.707, 0.384], [-1.535, 1.545, 0.130], [0.295, -1.073, 0.900], [-1.320, -0.890, 1.035], [0.475, 1.383, 0.689], [-2.057, 1.812, 0.868], [2.216, -0.136, -0.502], [-2.069, 0.849, -0.422], [1.668, -1.515, -0.546], [-0.006, 0.373, -0.603], [-2.816, -1.425, -0.963], [-2.224, -0.842, -0.445], [3.309, 1.022, -0.968], [1.988, -2.412, -0.463], [2.508, 0.925, -0.425]], "forces_ev_per_a": [[-1.2, 0.3, -2.0], [0.0, 4.0, 1.0], [2.3, -3.8, -3.6], [2.1, -1.3, 0.0], [-1.2, -0.5, 0.5], [0.2, -0.6, 0.2], [-1.6, 1.5, 3.3], [1.1, 2.4, 0.1], [-0.5, 1.1, 0.1], [-1.4, 0.4, 0.6], [0.3, -0.3, -0.5], [0.4, 0.1, 0.4], [-0.1, -0.6, 0.0], [-0.5, -0.1, 0.3], [0.5, -0.2, 0.0], [-0.3, -2.3, -0.5]], "total_energy_ev": -10313.1595, "homo_energy_ev": -9.49, "fmax_ha_per_bohr": 0.1115, "e_above_lowest_kcal_mol": 217.2}



Entry 9:
{"formula": "CH10N3O2", "method": "wB97M-V/def2-TZVPD", "elements": ["N", "C", "N", "N", "H", "H", "H", "H", "H", "H", "H", "H", "O", "H", "H", "O"], "coordinates": [[0.976, -0.219, 1.158], [1.616, 0.419, 0.167], [0.860, 1.122, -0.665], [2.937, 0.403, 0.093], [0.001, -0.461, 0.943], [1.448, -1.001, 1.598], [1.301, 1.659, -1.368], [-0.139, 1.075, -0.650], [3.497, 0.743, -0.662], [3.412, 0.137, 0.929], [-2.487, 0.028, 0.268], [-2.262, -0.378, 1.723], [-1.843, 0.035, 0.972], [-2.985, -1.327, -2.404], [-4.110, -0.945, -1.571], [-3.283, -1.414, -1.494]], "forces_ev_per_a": [[0.2, -1.0, -0.3], [-1.1, 0.1, 0.3], [0.6, -0.4, -0.1], [0.0, -0.1, 0.3], [0.0, 0.6, 0.4], [0.2, 0.3, 0.0], [0.2, 0.6, -0.7], [-0.3, -0.1, 0.2], [-0.1, 0.3, -0.3], [0.5, -0.3, 0.2], [-0.5, -0.4, -0.5], [-0.3, -0.2, 0.4], [0.8, 0.3, -0.1], [0.5, -0.3, -0.1], [-0.8, 0.1, 0.4], [0.3, 0.4, -0.2]], "charge": 1, "total_energy_ev": -9759.5933, "homo_energy_ev": -14.94, "fmax_ha_per_bohr": 0.0233, "e_above_lowest_kcal_mol": 14.4}



Entry 10:
{"formula": "CH10N3O2", "method": "wB97M-V/def2-TZVPD", "elements": ["N", "C", "N", "N", "H", "H", "H", "H", "H", "H", "H", "H", "O", "H", "H", "O"], "coordinates": [[-1.071, -0.536, -1.479], [-0.171, -0.548, -0.443], [1.147, -0.700, -0.667], [-0.746, -0.326, 0.845], [-0.900, 0.025, -2.421], [-2.079, -0.348, -1.233], [1.800, -0.144, -0.118], [1.555, -1.430, -1.248], [-1.570, -0.707, 1.133], [-0.038, -0.361, 1.568], [-0.976, 0.945, -4.784], [0.337, 0.468, -4.305], [-0.603, 0.300, -4.178], [1.089, 1.460, 6.511], [0.594, 0.824, 5.284], [1.341, 1.387, 5.601]], "forces_ev_per_a": [[-0.1, 1.6, -0.1], [-4.1, 0.6, 0.0], [0.2, 0.7, 0.7], [5.8, 0.8, -2.7], [0.5, -1.9, 1.6], [1.7, -0.6, 0.1], [-0.2, -0.6, 0.1], [-0.6, 0.5, -0.2], [-3.0, -1.0, 0.2], [-0.2, -0.2, 0.1], [-0.6, 0.1, -0.1], [0.2, -0.3, 0.1], [0.4, 0.2, 0.2], [0.1, 0.4, 1.1], [1.0, 0.6, 0.0], [-1.1, -1.0, -1.1]], "charge": 1, "total_energy_ev": -9758.1474, "homo_energy_ev": -13.81, "fmax_ha_per_bohr": 0.1250, "e_above_lowest_kcal_mol": 47.8}



Entry 11:
{"formula": "CH10NO4", "method": "wB97M-V/def2-TZVPD", "elements": ["N", "C", "O", "H", "H", "H", "H", "H", "H", "O", "H", "H", "O", "H", "H", "O"], "coordinates": [[2.184, -1.573, -0.189], [0.896, -1.600, 0.553], [0.140, -0.526, 0.164], [2.002, -1.868, -1.158], [2.455, -0.601, -0.255], [0.180, -2.450, 0.536], [1.198, -1.648, 1.621], [0.010, 1.642, 2.102], [-0.348, 0.423, 1.375], [-0.756, 1.040, 2.087], [-0.645, 0.034, -1.384], [-0.604, 0.831, -2.702], [-1.211, 0.379, -2.117], [-1.302, 1.752, -0.780], [-2.123, 1.984, 0.543], [-2.076, 2.182, -0.397]], "forces_ev_per_a": [[-0.1, -2.0, -0.6], [-0.7, 1.3, 0.2], [-0.2, 0.8, 0.6], [0.1, 0.3, 0.5], [-0.3, 0.1, 0.2], [1.2, -0.8, -1.0], [0.0, 0.7, 0.1], [-0.6, 0.1, 0.4], [-0.8, -0.5, -0.1], [1.3, 0.2, -0.4], [0.1, -0.5, 0.3], [0.2, 0.0, -0.2], [0.3, -0.2, -0.2], [-0.4, -0.3, 0.3], [0.6, -0.3, 0.0], [-0.6, 1.1, 0.0]], "charge": -1, "total_energy_ev": -10880.0963, "homo_energy_ev": -3.97, "fmax_ha_per_bohr": 0.0412, "e_above_lowest_kcal_mol": 18.3}



Entry 12:
{"formula": "CH10O3S2", "method": "wB97M-V/def2-TZVPD", "elements": ["C", "S", "S", "H", "H", "H", "H", "H", "H", "O", "H", "H", "O", "H", "H", "O"], "coordinates": [[0.611, -3.098, -1.414], [2.251, -2.227, -1.362], [1.594, -0.395, -2.363], [-0.170, -2.343, -1.411], [0.580, -3.707, -2.320], [0.574, -3.811, -0.595], [0.819, -0.019, -1.381], [-3.435, 3.997, 2.572], [-4.929, 3.529, 2.622], [-4.037, 3.263, 2.696], [3.078, -0.145, 0.586], [2.313, 0.964, 1.350], [3.053, 0.833, 0.712], [-1.447, 1.375, 0.273], [-0.341, 0.435, -0.121], [-0.514, 1.351, 0.156]], "forces_ev_per_a": [[1.3, -0.3, -0.3], [0.4, -2.7, 1.7], [-0.5, 2.1, -2.3], [-0.2, -0.1, 0.1], [-0.2, 0.3, -0.1], [-0.3, 0.3, 0.3], [-0.3, 0.4, 0.6], [-0.3, 0.3, -0.1], [-1.2, 0.8, -0.2], [1.5, -1.1, 0.3], [-0.2, 0.9, -0.2], [0.8, -0.1, -0.8], [-0.6, -0.8, 1.0], [-1.2, 0.1, 0.2], [0.1, 0.5, 0.1], [1.0, -0.5, 0.0]], "charge": -1, "total_energy_ev": -29011.4671, "homo_energy_ev": [0.00, -3.52], "spin_multiplicity": 2, "fmax_ha_per_bohr": 0.0624, "s2": 0.754, "e_above_lowest_kcal_mol": 26.0}